Record 1
A 2-piece molecular cluster, C6H6FNO overall. Source: the OMol25 dataset; level of theory: ωB97M-V/def2-TZVPD.

Geometry as ORCA input:
```
! wB97M-V def2-TZVPD RIJCOSX def2/J DEFGRID3
* xyz 0 1
C -1.59805 -1.46002 -0.42521
C -0.23817 -1.64444 -0.74801
C -1.62975 -0.27111 0.17148
C 0.41759 -0.51816 -0.39745
C 2.64089 0.09399 -0.55791
C -0.15959 1.48254 0.95067
N -0.40258 0.33133 0.20644
O 3.47345 -0.00383 0.25919
F 2.62056 0.90763 -1.60716
H -2.43536 -2.16214 -0.68053
H 0.11630 -2.49011 -1.23246
H -2.43338 0.30894 0.56776
H -1.17107 1.89449 1.15564
H 0.36591 1.30997 1.93133
H 0.43326 2.22090 0.40622
*
```

The value obtained for the energy above the lowest of the compared OMol25 structures with the same formula, charge and spin is 2.657 eV. Its HOMO-LUMO gap is 8.4 eV.



Record 2
One molecule with the formula C6H6FNO2. Source: the OMol25 dataset; level of theory: ωB97M-V/def2-TZVPD.

Geometry as ORCA input:
```
! wB97M-V def2-TZVPD RIJCOSX def2/J DEFGRID3
* xyz 0 1
O 2.76297 -1.52044 -0.54511
N 1.92344 -0.71598 -0.14184
C 2.34081 0.58488 0.14824
F 3.71317 0.83708 0.27668
C 1.40549 1.59534 0.25059
C 0.04015 1.42322 0.00535
C -0.73148 0.34328 -0.62209
C -0.56330 -1.02848 -0.65005
C 0.43821 -1.68620 0.10330
O 0.33924 -1.94747 1.38455
H 1.74798 2.52130 0.64166
H -0.46739 2.33019 0.23225
H -1.57728 0.75045 -1.29044
H -1.33374 -1.61172 -1.02812
H 0.89378 -2.56054 -0.46409
H -0.22694 -1.36201 1.87516
*
```

The value obtained for the energy above the lowest of the compared OMol25 structures with the same formula, charge and spin is 2.854 eV. Its HOMO-LUMO gap (spin up / spin down) is 7.4 / 7.4 eV. As for the structure (SMILES): [O-][N+]1=C(F)C=CC=C[C@@H]1O.



Record 3
One molecule with the formula C6H6FOPS. Source: the OMol25 dataset; level of theory: ωB97M-V/def2-TZVPD.

Geometry as ORCA input:
```
! wB97M-V def2-TZVPD RIJCOSX def2/J DEFGRID3
* xyz 0 1
O -2.85696 -0.34287 -0.93044
P -2.92885 0.37918 0.56446
F -3.38567 1.86668 0.09485
C -1.00689 0.72469 0.58565
C -0.40989 -0.18599 1.42722
C 0.93066 -0.63833 1.09190
C 1.74498 -0.10654 0.16562
C 1.31158 1.01233 -0.64525
S 1.39395 2.66255 0.08034
C -0.14945 1.44103 -0.35435
H -3.73692 -0.82734 -1.14686
H -0.79293 -0.80625 2.16299
H 1.33787 -1.62727 1.60168
H 2.60795 -0.56445 -0.04899
H 1.48871 1.18649 -1.72572
H -0.55824 1.98606 -1.12221
*
```

The value obtained for the energy above the lowest of the compared OMol25 structures with the same formula, charge and spin is 1.378 eV. Its HOMO-LUMO gap is 8.2 eV. As for the structure (SMILES): OP(F)C1=CC=C[C@@H]2S[C@H]12.



Record 4
C6H6GdO4S as an isolated structure. Source: the OMol25 dataset; level of theory: ωB97M-V/def2-TZVPD.

Geometry as ORCA input:
```
! wB97M-V def2-TZVPD RIJCOSX def2/J DEFGRID3
* xyz 3 8
Gd 0.40389 -1.28940 0.79939
O -0.64995 4.02136 -1.81312
C -0.53199 3.30815 -0.93383
C 2.36542 -1.36397 -0.65725
O 3.29185 -1.23813 -1.34650
C -1.47434 -1.88938 -0.46193
O -2.45203 -2.11631 -1.05892
C 0.36806 -0.25670 -1.33703
O 0.52239 0.24357 -2.36940
C 0.37369 -0.88694 4.58751
S -0.23384 0.02001 3.12265
C -1.81520 0.55961 3.79125
H 1.27226 -1.43671 4.27783
H -0.42089 -1.58123 4.90267
H 0.61372 -0.16609 5.38954
H -2.29438 -0.28332 4.30655
H -1.66613 1.40461 4.48547
H -2.44223 0.88818 2.95840
*
```

The value obtained for the energy above the lowest of the compared OMol25 structures with the same formula, charge and spin is 0.653 eV. The expectation value of S² is 16.165. Its HOMO-LUMO gap (spin up / spin down) is 5.4 / 7.1 eV.



Record 5
C6H6LuO5 as an isolated structure. Source: the OMol25 dataset; level of theory: ωB97M-V/def2-TZVPD.

Geometry as ORCA input:
```
! wB97M-V def2-TZVPD RIJCOSX def2/J DEFGRID3
* xyz 3 1
Lu 0.03606 0.08372 0.13900
C -1.11339 -1.77988 -0.80014
O -1.65685 -2.73092 -1.08960
C 0.95482 -0.02228 -1.99507
O 1.44300 -0.02716 -3.04181
C 1.88467 -1.34757 0.64684
O 2.60109 -2.08316 1.18071
C -1.78006 1.37863 -0.84479
O -2.60459 2.02924 -1.30732
C 0.88788 1.94701 1.40309
H -0.03569 2.50110 1.61077
H 1.33777 1.44418 2.26610
C 1.50487 1.98275 0.16309
H 2.47867 1.52339 -0.03586
H 1.13819 2.58909 -0.67207
O -0.70392 -0.98387 2.15535
H -1.69821 -0.91744 2.16434
H -0.46525 -0.32473 2.86445
*
```

The value obtained for the energy above the lowest of the compared OMol25 structures with the same formula, charge and spin is 0.188 eV. Its HOMO-LUMO gap is 9.9 eV.



Record 6
C6H6MnO5S as an isolated structure. Source: the OMol25 dataset; level of theory: ωB97M-V/def2-TZVPD.

Geometry as ORCA input:
```
! wB97M-V def2-TZVPD RIJCOSX def2/J DEFGRID3
* xyz 3 5
Mn 0.37593 -0.88466 -1.12561
O 0.19907 1.51214 -2.89057
C 0.18427 0.60363 -2.16922
C 1.79611 -1.93698 -0.71848
O 2.81424 -2.45678 -0.49950
C -1.09522 -1.82571 -0.76097
O -2.10884 -2.36574 -0.53270
C 0.42741 -1.61550 -2.77590
O 0.42150 -2.13795 -3.83162
C 0.56253 0.57387 2.46983
S 0.28285 0.98090 0.72462
C -1.45710 1.39990 0.79881
O 1.03895 2.24300 0.44035
H -0.24506 -0.05877 2.86876
H 0.58183 1.53277 3.02100
H 1.52367 0.04574 2.54531
H -1.55451 2.38613 1.27360
H -1.83274 1.40007 -0.23001
H -1.91489 0.60395 1.39232
*
```

The expectation value of S² is 6.053. Its HOMO-LUMO gap (spin up / spin down) is 9.7 / 7.5 eV.



Record 7
C6H6N as an isolated structure. Source: the OMol25 dataset; level of theory: ωB97M-V/def2-TZVPD.

Geometry as ORCA input:
```
! wB97M-V def2-TZVPD RIJCOSX def2/J DEFGRID3
* xyz 1 1
C -1.07234 -1.45685 -0.13688
C 0.46785 -0.28787 -0.13795
C -2.13558 -0.52083 0.00526
C 3.10382 -0.38963 -0.00643
C -0.29733 0.90458 -0.02395
C 1.83010 -0.13997 -0.04693
N -1.58975 0.84188 -0.01189
H -2.95599 -0.87634 -0.77722
H -2.71000 -0.78514 0.90431
H 3.62818 -0.28262 1.00000
H 3.75038 -0.48780 -0.87487
H 0.13474 1.81441 0.19980
H -2.15408 1.66620 -0.09325
*
```

The value obtained for the energy above the lowest of the compared OMol25 structures with the same formula, charge and spin is 4.681 eV. Its HOMO-LUMO gap is 8.0 eV.



Record 8
A 2-piece molecular cluster, C6H6N overall. Source: the OMol25 dataset; level of theory: ωB97M-V/def2-TZVPD.

Geometry as ORCA input:
```
! wB97M-V def2-TZVPD RIJCOSX def2/J DEFGRID3
* xyz 1 1
C -1.28495 3.90461 2.55331
C -0.10222 3.58806 2.46982
C 0.14072 -0.16180 -0.03734
C -0.25493 0.82192 0.57657
C 0.35713 -2.22959 -1.33492
C 0.59492 -3.25777 -2.30273
N 0.31186 -1.15166 -0.87166
H -2.23350 4.38930 2.67178
H -0.59511 1.63061 1.25568
H 0.88442 3.16580 2.39125
H 1.60243 -3.16194 -2.75360
H -0.23285 -3.29997 -2.88775
H 0.81209 -4.23757 -1.73040
*
```

The value obtained for the energy above the lowest of the compared OMol25 structures with the same formula, charge and spin is 3.924 eV. Its HOMO-LUMO gap is 8.0 eV.



Record 9
A 2-piece molecular cluster, C6H6N overall. Source: the OMol25 dataset; level of theory: ωB97M-V/def2-TZVPD.

Geometry as ORCA input:
```
! wB97M-V def2-TZVPD RIJCOSX def2/J DEFGRID3
* xyz 1 1
C 1.36239 -0.46790 -1.05452
C 0.75427 0.31535 -0.12033
C 2.03064 -1.32232 -1.54471
C -0.77782 -1.42695 -0.32287
C -1.63980 -1.07967 -1.07200
C -0.45132 1.66847 1.52876
N 0.46122 1.19420 0.59386
H 2.69780 -2.11329 -1.99894
H -0.11977 -1.93897 0.28458
H -2.26733 -0.52203 -1.61405
H -1.52299 1.53610 1.27760
H -0.32476 2.78930 1.55783
H -0.20251 1.36771 2.48479
*
```

The value obtained for the energy above the lowest of the compared OMol25 structures with the same formula, charge and spin is 4.117 eV. Its HOMO-LUMO gap is 9.3 eV.



Record 10
An isolated ion of composition C6H6N and charge +1. Source: the OMol25 dataset; level of theory: ωB97M-V/def2-TZVPD.

Geometry as ORCA input:
```
! wB97M-V def2-TZVPD RIJCOSX def2/J DEFGRID3
* xyz 1 1
C 1.77170 -1.52373 0.07526
C 0.47203 -1.66711 -0.06631
C 2.02459 0.75130 -0.06909
C 2.68835 -0.63701 0.05031
C -0.67762 -1.19601 -0.01887
C -2.05041 -0.93902 0.04252
N 0.77848 0.86640 0.01505
H 2.61038 1.63241 -0.33810
H 3.70062 -0.60191 -0.04065
H 0.29163 1.68638 -0.28557
H -2.26927 -0.06890 -0.37490
H -2.57372 -0.91387 0.99861
H -2.61527 -1.88331 -0.47803
*
```

The value obtained for the energy above the lowest of the compared OMol25 structures with the same formula, charge and spin is 3.684 eV. Its HOMO-LUMO gap is 8.1 eV.



Record 11
C6H6N as an isolated structure. Source: the OMol25 dataset; level of theory: ωB97M-V/def2-TZVPD.

Geometry as ORCA input:
```
! wB97M-V def2-TZVPD RIJCOSX def2/J DEFGRID3
* xyz 1 1
C 0.87750 1.04684 1.37708
C -0.17817 0.45718 1.57628
C 0.00496 -0.91698 -1.19650
C 0.06553 0.29307 -0.73433
C 1.48493 1.66615 0.34122
C -0.93659 -1.37543 -0.12341
N -0.88587 0.07912 0.43487
H 0.34394 -1.46680 -1.93677
H 1.10196 2.54449 -0.00675
H 2.42545 1.10409 -0.00954
H -1.93860 -1.75135 -0.43675
H -0.54486 -2.22227 0.50633
H -1.82018 0.54190 0.20826
*
```

The value obtained for the energy above the lowest of the compared OMol25 structures with the same formula, charge and spin is 7.032 eV. Its HOMO-LUMO gap (spin up / spin down) is 8.3 / 8.3 eV.



Record 12
An isolated ion of composition C6H6N and charge +1. Source: the OMol25 dataset; level of theory: ωB97M-V/def2-TZVPD.

Geometry as ORCA input:
```
! wB97M-V def2-TZVPD RIJCOSX def2/J DEFGRID3
* xyz 1 3
C -1.41489 0.41477 -0.64887
C -1.85106 0.59430 0.52576
C -1.42012 0.83678 1.67179
C -0.47546 -0.22269 -1.27353
C -0.50968 0.39240 2.43500
C 0.77204 -0.70913 -0.66310
N 0.83612 -0.19207 -2.04169
H -0.76154 -0.27246 3.24290
H 0.36115 0.90347 2.37658
H 1.22097 -0.08981 0.16247
H 1.02765 -1.72418 -0.60311
H 1.00732 -0.73152 -2.85380
H 1.20750 0.80013 -2.33040
*
```

The value obtained for the energy above the lowest of the compared OMol25 structures with the same formula, charge and spin is 4.586 eV. The expectation value of S² is 2.054. Its HOMO-LUMO gap (spin up / spin down) is 6.6 / 6.0 eV.



Record 13
A 2-piece molecular cluster, C6H6N2 overall. Source: the OMol25 dataset; level of theory: ωB97M-V/def2-TZVPD.

Geometry as ORCA input:
```
! wB97M-V def2-TZVPD RIJCOSX def2/J DEFGRID3
* xyz 0 1
C -1.49209 -1.60737 0.13694
C -1.88283 1.34413 -0.13366
C 0.43070 0.88710 1.07667
C 0.74267 0.49393 -0.38151
C -0.61409 0.84220 0.06523
C 1.31348 -0.90605 -0.74866
N -2.40743 -2.21025 0.32606
N -2.97903 1.66884 -0.26879
H 0.49228 0.32109 1.96618
H 0.74862 1.88630 1.24965
H 1.21451 1.27915 -0.97985
H 0.98726 -1.39691 -1.64501
H 1.10593 -1.52177 0.14704
H 2.34002 -1.08040 -0.81028
*
```

The value obtained for the energy above the lowest of the compared OMol25 structures with the same formula, charge and spin is 6.095 eV. Its HOMO-LUMO gap (spin up / spin down) is 7.0 / 7.9 eV.



Record 14
One molecule with the formula C6H6N2. Source: the OMol25 dataset; level of theory: ωB97M-V/def2-TZVPD.

Geometry as ORCA input:
```
! wB97M-V def2-TZVPD RIJCOSX def2/J DEFGRID3
* xyz 0 1
C 1.74398 -0.58253 0.08180
C 0.65368 -1.44926 0.10612
C 1.28542 0.74189 -0.14265
C -0.47483 -0.70045 -0.17275
C -0.62635 1.90908 -0.12567
C -1.92817 -1.12903 -0.15828
N -2.77200 -0.24105 -0.10921
N -0.08367 0.67397 -0.15224
H 2.80709 -0.72911 0.07640
H 0.84637 -2.48176 0.11601
H 1.84698 1.57257 0.05448
H 0.26320 2.55125 -0.21309
H -1.46692 2.00733 0.35314
H -2.09479 -2.14289 0.28593
*
```

The value obtained for the energy above the lowest of the compared OMol25 structures with the same formula, charge and spin is 6.369 eV. Its HOMO-LUMO gap (spin up / spin down) is 5.2 / 4.0 eV.



Record 15
A 2-piece molecular cluster, C6H6N2 overall. Source: the OMol25 dataset; level of theory: ωB97M-V/def2-TZVPD.

Geometry as ORCA input:
```
! wB97M-V def2-TZVPD RIJCOSX def2/J DEFGRID3
* xyz 0 1
C 1.54393 1.25383 0.69769
C 1.74076 0.01623 0.22113
C 0.48891 -0.41558 -0.25675
C -0.19320 -1.57553 -0.74350
C -1.51635 -1.17967 -0.94357
C -0.43757 0.40547 0.06016
H 2.06809 2.05601 1.36583
H 2.78524 -0.30871 0.04682
H 0.25450 -2.51191 -1.07142
H -2.20308 -1.75672 -1.69974
H -2.70119 0.27362 0.75330
H -0.37989 2.06209 1.49708
N -1.63626 0.16858 -0.51302
N 0.18610 1.51230 0.58600
*
```

The value obtained for the energy above the lowest of the compared OMol25 structures with the same formula, charge and spin is 5.074 eV. Its HOMO-LUMO gap is 7.2 eV.



Summary of M in g/mol
127.118 143.117 176.152 331.427 333.076 245.114 92.121 92.121 92.121 92.121 92.121 92.121 106.128 106.128 106.128
(order as listed above)
Summary of electronic energy in hartree
-461.95863 -537.14942 -1146.83518 -1695.72213 -1842.72141 -2156.12425 -286.46326 -286.49108 -286.48398 -286.49988 -286.37684 -286.32331 -341.49859 -341.48852 -341.53608
(order as listed above)